C3MgO4 | ωB97M-V/def2-TZVPD

```
8
Properties=species:S:1:pos:R:3:forces:R:3:mulliken_charge:R:1
Mg 0.547 2.641 0.105 0.1 -1.5 -0.1 0.2536
O 0.645 0.423 0.522 -0.5 -2.0 0.3 -0.5608
O -0.921 -1.832 0.173 4.2 3.6 1.9 -0.3794
O 1.659 -2.075 0.943 -0.7 0.6 0.6 -0.3339
O -0.185 1.605 -1.453 -1.4 0.9 1.6 -0.6745
C -0.807 0.862 -0.546 4.6 -1.1 -0.6 0.8864
C 0.685 -1.460 0.816 -4.7 2.4 -3.9 0.5568
C -1.622 -0.165 -0.560 -1.6 -2.9 0.3 -0.7482
```
Forces are in eV/Å.

Values from the calculation:
Multiplicity = 2
M = 124.33 g mol⁻¹
HOMO (alpha / beta) = -3.384 / -3.920 eV
Gap between HOMO and LUMO (alpha / beta) = 6.5 / 6.1 eV
Total charge = -1